<1>
Below is 2 unconnected molecules or ions with the total composition C2H6N2O2, with properties calculated with ωB97M-V/def2-TZVPD.

Atoms and positions in Å:
C1 -0.9310 -1.1522 2.4798
N1 -1.6811 -1.9803 3.2652
O1 -0.0087 -0.4923 2.8918
H1 -1.1942 -1.0962 1.4145
H2 -2.0766 -2.7412 2.7317
H3 -1.2726 -2.1612 4.1636
C2 1.4883 2.1288 -2.5975
N2 0.7282 1.0765 -2.9300
O2 2.2653 2.2197 -1.6792
H4 1.4821 2.9412 -3.3420
H5 0.3165 1.0905 -3.8558
H6 0.8840 0.1667 -2.5419

Values from the calculation:
SMILES	NC=O.NC=O
Kohn-Sham gap	10.70	eV
E_LUMO	0.8	eV



<2>
Below is 2 unconnected molecules or ions with the total composition C2H6N2O2, with properties calculated with ωB97M-V/def2-TZVPD.

Atoms and positions in Å:
C1 2.0812 -0.9440 0.3381
C2 -2.2778 0.9978 -0.0085
N1 1.7969 0.3390 -0.1000
N2 -1.7197 -0.2532 0.2556
O1 2.0935 0.5693 -1.2675
O2 -0.8861 -0.7684 -0.4541
H1 2.7070 -1.5256 -0.5137
H2 1.0947 -1.4122 0.2500
H3 2.1427 -1.0794 1.3429
H4 -1.5715 1.5568 0.6947
H5 -3.2267 1.0317 0.5042
H6 -2.2343 1.4881 -1.0416

Values from the calculation:
SMILES	CN=O.CN=O
Kohn-Sham gap	9.13	eV
E_LUMO	0.0	eV



In order of decreasing stability: <1>, <2>.



<1>
Below is 2 unconnected molecules or ions with the total composition C2H6N2O2, with properties calculated with ωB97M-V/def2-TZVPD.

Atoms and positions in Å:
C1 0.4720 -0.0243 -1.6820
N1 1.0619 -0.6177 -0.6832
N2 -1.6655 0.2306 1.3918
C2 1.1608 0.0995 0.5921
O1 -0.8972 -0.1529 0.3383
O2 1.4068 1.2799 0.6236
H1 0.9986 -1.6268 -0.6166
H2 -1.8197 1.2362 1.3915
H3 -2.5463 -0.2769 1.4106
H4 0.1348 -0.6002 -2.5301
H5 0.4206 1.0527 -1.6646
H6 1.2729 -0.6002 1.4286

Values from the calculation:
Kohn-Sham gap (alpha / beta)	7.86 / 6.65	eV
E_LUMO (alpha / beta)	0.0 / -0.3	eV



<2>
Below is a molecular structure, C2H6N2O2, with properties calculated with ωB97M-V/def2-TZVPD.

Atoms and positions in Å:
C1 0.0319 0.4806 -1.8041
N1 -0.6189 0.1370 0.0067
C2 0.5780 0.0718 0.5879
N2 0.7364 -0.4348 1.8404
O1 -1.6506 -0.6179 0.6335
O2 1.5448 0.3599 -0.1641
H1 -2.2955 0.0606 0.8802
H2 1.6645 -0.7361 2.0867
H3 -0.0509 -0.9440 2.2135
H4 -0.7367 -0.1839 -2.1716
H5 0.9887 0.2688 -2.2607
H6 -0.1919 1.5380 -1.8483

Values from the calculation:
Kohn-Sham gap	9.41	eV
E_LUMO	0.4	eV



In order of decreasing stability: <2>, <1>.



<1>
Below is a single C2H6N2O2 molecule, with properties calculated with ωB97M-V/def2-TZVPD.

Atoms and positions in Å:
C1 -1.9079 0.5084 -0.2800
C2 1.8372 0.1200 0.2429
N1 -1.5121 -0.8730 -0.2222
N2 -0.1741 -1.0696 0.1316
O1 0.4853 -2.0784 0.0789
O2 0.4556 0.1361 0.3198
H1 -2.7518 0.6359 -0.9117
H2 -1.1179 1.2180 -0.6602
H3 -2.1899 0.8217 0.7877
H4 2.1082 -0.0296 -0.8218
H5 2.3839 -0.5789 0.8501
H6 2.3835 1.1894 0.4849

Values from the calculation:
SMILES	C/N=[N+](/[O-])OC
Kohn-Sham gap	9.82	eV
E_LUMO	0.5	eV



<2>
Below is a single C2H6N2O2 molecule, with properties calculated with ωB97M-V/def2-TZVPD.

Atoms and positions in Å:
C1 1.1277 0.5365 0.5591
N1 -0.4810 -0.0493 0.1497
N2 -1.7282 0.4382 0.6056
C2 -0.3652 -0.6710 -1.0394
O1 2.0451 -0.4479 0.8083
O2 0.7516 -0.7341 -1.5924
H1 2.2152 -0.8966 -0.0394
H2 -2.2967 0.7701 -0.1743
H3 -2.2387 -0.3296 1.0403
H4 0.8544 1.0326 1.4856
H5 1.4168 1.2355 -0.2224
H6 -1.3009 -0.8844 -1.5807

Values from the calculation:
SMILES	NN(C=O)CO
Kohn-Sham gap	10.40	eV
E_LUMO	0.8	eV



<3>
Below is 2 unconnected molecules or ions with the total composition C2H6N2O2, with properties calculated with ωB97M-V/def2-TZVPD.

Atoms and positions in Å:
N1 2.1197 0.1549 -0.9485
C1 -0.9228 -0.1843 0.1055
N2 1.9669 1.1803 -0.2303
C2 -1.9349 -1.0836 0.0040
O1 -0.4095 0.5079 -0.8422
O2 -0.2069 -0.0555 1.3031
H1 -0.6372 -0.5812 1.9864
H2 1.4103 0.1817 -1.6878
H3 0.8968 1.5678 -0.2644
H4 2.4476 1.1591 0.6659
H5 -2.3995 -1.5195 0.8755
H6 -2.3305 -1.3274 -0.9672

Values from the calculation:
Kohn-Sham gap (alpha / beta)	5.01 / 5.01	eV
E_LUMO (alpha / beta)	-1.9 / -1.9	eV



In order of decreasing stability: <2>, <3>, <1>.



<1>
Below is a molecular structure, C2H6N2O2, with properties calculated with ωB97M-V/def2-TZVPD.

Atoms and positions in Å:
C1 1.9951 1.3700 -0.4480
N1 -2.4676 -1.0773 0.3264
C2 -1.1738 -0.7356 0.4392
O1 0.9602 -1.1205 -0.0340
O2 0.8387 0.6129 -0.3414
N2 -0.2623 -1.4901 -0.1506
H1 -2.6818 -1.9105 -0.2060
H2 -3.1714 -0.5584 0.8244
H3 -0.9350 0.1152 1.0700
H4 1.6820 2.4094 -0.6295
H5 2.6110 1.3321 0.4609
H6 2.6049 1.0527 -1.3114

Values from the calculation:
Kohn-Sham gap (alpha / beta)	7.93 / 7.95	eV
E_LUMO (alpha / beta)	-0.3 / -0.3	eV



<2>
Below is 2 unconnected molecules or ions with the total composition C2H6N2O2, with properties calculated with ωB97M-V/def2-TZVPD.

Atoms and positions in Å:
C1 -1.4361 -0.6438 -0.9164
C2 1.4710 -0.3133 1.0620
N1 -0.0848 1.9599 -0.9629
N2 -0.1109 -0.2133 -0.6281
O1 -0.0624 2.2941 0.1563
O2 0.1171 -0.0809 0.6875
H1 -1.4044 -1.6181 -1.2334
H2 -2.1961 -0.6485 0.0246
H3 -1.9573 0.1695 -1.6302
H4 1.7251 -1.1223 1.6593
H5 1.8069 0.5004 1.5465
H6 2.1320 -0.2836 0.2347

Values from the calculation:
Kohn-Sham gap (alpha / beta)	8.59 / 8.04	eV
E_LUMO (alpha / beta)	0.3 / -0.2	eV



<3>
Below is a single C2H6N2O2 molecule, with properties calculated with ωB97M-V/def2-TZVPD.

Atoms and positions in Å:
C1 -0.8342 -0.2184 0.8194
C2 0.3909 -0.8784 -0.2972
N1 1.0948 0.1051 -1.0288
O1 -1.8913 0.3615 0.1106
N2 1.2074 1.2514 -0.0530
O2 0.4873 2.1711 -0.3250
H1 -1.5644 1.1662 -0.3278
H2 2.0546 -0.2113 -1.1646
H3 -1.1905 -1.1613 1.2344
H4 -0.5013 0.3909 1.6610
H5 -0.2568 -1.4505 -0.9647
H6 1.0033 -1.5263 0.3357

Values from the calculation:
SMILES	O=NNCCO
Kohn-Sham gap	9.04	eV
E_LUMO	-0.5	eV



In order of decreasing stability: <3>, <1>, <2>.



<1>
Below is 2 unconnected molecules or ions with the total composition C4H10O, with properties calculated with ωB97M-V/def2-TZVPD.

Atoms and positions in Å:
C1 -1.7915 0.2073 0.8610
C2 -1.0465 -0.4197 -0.2909
C3 0.3344 -0.0704 0.0249
O1 1.3346 -0.7136 -0.5825
C4 2.6019 -0.0734 -0.5518
H1 -1.8401 1.2972 0.8921
H2 -2.8703 0.4574 -0.3933
H3 -2.5969 -0.3392 1.3483
H4 -1.4371 -0.0357 -1.2794
H5 -1.2125 -1.4995 -0.3055
H6 -0.8188 -0.0013 1.6009
H7 0.5525 0.9561 0.3309
H8 3.2927 -0.7201 -1.0936
H9 2.5515 0.9060 -1.0426
H10 2.9464 0.0489 0.4814

Values from the calculation:
Kohn-Sham gap (alpha / beta)	7.35 / 8.89	eV
E_LUMO (alpha / beta)	0.3 / 1.0	eV



<2>
Below is 3 unconnected molecules or ions with the total composition C4H10O, with properties calculated with ωB97M-V/def2-TZVPD.

Atoms and positions in Å:
C1 1.8701 -0.4551 -0.8437
C2 1.2269 -1.5087 -0.3514
C3 -1.1664 0.7306 0.1311
C4 -2.0815 -0.3142 -0.4416
O1 -0.7488 0.7205 1.2666
H1 1.5595 2.7494 1.0897
H2 2.3881 -0.4934 -1.7993
H3 1.9135 0.4864 -0.3000
H4 1.1893 -2.4568 -0.8833
H5 0.7166 -1.4599 0.6082
H6 -0.8725 1.5438 -0.5663
H7 -1.5930 -0.7844 -1.3031
H8 -2.3096 -1.0686 0.3145
H9 -3.0073 0.1504 -0.8008
H10 1.0170 2.2675 1.2647

Values from the calculation:
SMILES	[H][H].CC=O.C=C
Kohn-Sham gap	11.14	eV
E_LUMO	1.1	eV



<3>
Below is a molecular structure, C4H10O, with properties calculated with ωB97M-V/def2-TZVPD.

Atoms and positions in Å:
C1 -2.1662 -1.3307 0.4536
O1 1.4518 1.1311 -1.6636
C2 -0.9367 -1.1689 -0.0986
C3 0.1727 -0.6583 0.7175
C4 1.3650 -0.8805 -0.0196
H1 -2.2272 -1.0211 1.5107
H2 -2.9530 -1.3854 -0.2804
H3 1.1179 1.1968 -2.5632
H4 0.0135 3.8976 1.6215
H5 -0.9102 -1.3500 -1.1932
H6 -0.2758 0.2024 1.2702
H7 0.4072 3.8557 0.9414
H8 2.2994 -0.9328 0.5722
H9 1.3299 -1.8301 -0.5843
H10 1.3117 0.2742 -0.6842

Values from the calculation:
Kohn-Sham gap	7.71	eV
E_LUMO	-1.2	eV



In order of decreasing stability: <2>, <3>, <1>.



<1>
Below is a single C4H10O molecule, with properties calculated with ωB97M-V/def2-TZVPD.

Atoms and positions in Å:
C1 0.1107 1.6268 0.0527
C2 0.1802 0.1162 0.2709
C3 1.3957 -0.4967 -0.4251
C4 -1.1066 -0.5791 -0.1600
O1 -1.1290 -1.8697 0.4282
H1 1.0024 2.1074 0.4689
H2 -0.7647 2.0631 0.5478
H3 0.0624 1.8886 -1.0121
H4 0.2688 -0.0696 1.3498
H5 1.3898 -0.2570 -1.4970
H6 2.3284 -0.1066 -0.0023
H7 1.3992 -1.5857 -0.3190
H8 -1.1403 -0.6491 -1.2604
H9 -1.9816 0.0106 0.1562
H10 -2.0249 -2.2164 0.3509

Values from the calculation:
SMILES	CC(C)CO
Kohn-Sham gap	11.29	eV
E_LUMO	1.0	eV



<2>
Below is 2 unconnected molecules or ions with the total composition C4H10O, with properties calculated with ωB97M-V/def2-TZVPD.

Atoms and positions in Å:
C1 -1.0798 1.5692 0.5151
C2 -0.2067 0.7775 -0.4398
C3 0.7369 -0.1987 0.2408
C4 1.4724 -1.1470 -0.6789
O1 0.9508 -0.1747 1.4307
H1 -0.4711 2.0948 1.2503
H2 -1.7538 0.9079 1.0611
H3 -1.6894 2.3051 -0.0146
H4 -0.8076 0.2394 -1.1817
H5 0.4398 1.4512 -1.0175
H6 -1.5188 -1.9622 0.5368
H7 0.7932 -1.8321 -1.1853
H8 1.9964 -0.5973 -1.4610
H9 2.2000 -1.7326 -0.1270
H10 -1.0623 -1.7005 1.0710

Values from the calculation:
SMILES	CCC(C)=O.[H][H]
Kohn-Sham gap	10.72	eV
E_LUMO	1.1	eV



In order of decreasing stability: <1>, <2>.



<1>
Below is a molecular structure, C4H10O, with properties calculated with ωB97M-V/def2-TZVPD.

Atoms and positions in Å:
C1 0.6729 0.0017 -2.1170
C2 0.8801 0.1435 -0.6531
C3 -0.4076 0.5662 -0.0797
C4 -0.4320 1.1917 1.3132
H1 1.3880 0.6785 -2.6504
H2 1.0108 -1.0487 -2.4864
H3 -0.4001 0.2124 -2.2046
H4 1.7923 0.4383 -0.2796
H5 -1.3773 0.6285 -0.5847
H6 0.5316 1.7467 1.5508
H7 -1.2294 1.9542 1.5179
H8 -0.4053 0.1869 1.9082
H9 0.0717 -0.7011 0.0589
H10 -0.6806 -2.5988 1.3014
O1 -0.6228 -1.6145 1.3861

Values from the calculation:
Kohn-Sham gap	7.75	eV
E_LUMO	-0.3	eV



<2>
Below is 2 unconnected molecules or ions with the total composition C4H10O, with properties calculated with ωB97M-V/def2-TZVPD.

Atoms and positions in Å:
C1 -2.4134 0.0079 -1.5641
C2 -2.1880 -1.0174 -0.7307
C3 0.0000 0.0000 0.0000
C4 -1.0362 -1.0825 0.3028
H1 -3.2457 0.0476 -2.2762
H2 -1.7235 0.8591 -1.5389
H3 -2.8086 -1.9224 -0.7665
H4 0.2165 0.1382 -1.0727
H5 0.9313 -0.2961 0.5115
H6 -0.3397 0.9629 0.4172
H7 -1.2521 -1.0821 1.3885
H8 -0.4603 -1.9999 0.0745
O1 2.7605 -2.7125 -3.1171
H9 1.9102 -2.8361 -2.6376
H10 2.5393 -2.8796 -4.0613

Values from the calculation:
SMILES	C=CCC.O
Kohn-Sham gap	10.50	eV
E_LUMO	0.7	eV



<3>
Below is 2 unconnected molecules or ions with the total composition C4H10O, with properties calculated with ωB97M-V/def2-TZVPD.

Atoms and positions in Å:
C1 -0.6289 -0.6997 2.0864
C2 -0.6725 0.1837 0.8882
O1 -0.3706 -0.4913 -0.2850
C3 -0.0234 0.2934 -1.4342
C4 1.4070 0.0181 -1.8245
H1 -0.8379 0.0204 2.8903
H2 0.2664 -1.3177 2.1950
H3 -1.4885 -1.3744 2.1674
H4 -1.7922 0.9845 1.6989
H5 -0.2762 1.1789 0.8536
H6 -0.1551 1.3768 -1.2872
H7 -0.7038 -0.0248 -2.2220
H8 1.6407 0.5721 -2.7433
H9 1.5326 -1.0598 -1.9599
H10 2.0737 0.3459 -1.0230

Values from the calculation:
Kohn-Sham gap	9.54	eV
E_LUMO	1.1	eV



In order of decreasing stability: <2>, <3>, <1>.



<1>
Below is a single C4H10O molecule, with properties calculated with ωB97M-V/def2-TZVPD.

Atoms and positions in Å:
C1 0.2827 -0.2207 -1.9207
O1 0.0420 0.7585 -0.9544
C2 -0.3725 0.0912 0.2140
C3 0.7574 -0.7626 0.8149
C4 -0.9208 1.1592 1.1598
H1 -0.5533 -0.9745 -1.8001
H2 1.2359 -0.7411 -1.7361
H3 0.3399 0.2891 -2.8880
H4 -1.1402 -0.6646 -0.1715
H5 1.7421 -0.2826 0.7300
H6 0.8115 -1.7225 0.2909
H7 0.5687 -0.9650 1.8727
H8 -1.5322 0.6942 1.9356
H9 -1.5359 1.8683 0.5959
H10 -0.1336 1.7430 1.6635

Values from the calculation:
SMILES	COC(C)C
Kohn-Sham gap	10.92	eV
E_LUMO	1.2	eV



<2>
Below is 2 unconnected molecules or ions with the total composition C4H10O, with properties calculated with ωB97M-V/def2-TZVPD.

Atoms and positions in Å:
C1 0.6470 1.7229 -0.7857
O1 -0.0030 1.1295 0.1952
C2 -0.0954 -0.1436 0.4190
C3 0.8135 -1.0605 -0.3128
C4 -0.8626 -0.5303 1.6406
H1 -1.0703 0.6208 -1.9101
H2 1.4171 1.1851 -1.3212
H3 0.5847 2.7999 -0.7547
H4 -1.4145 0.0625 -1.5278
H5 1.8698 -0.8608 -0.0573
H6 0.7257 -0.9265 -1.3998
H7 0.5891 -2.1022 -0.0704
H8 -1.4745 -1.4199 1.4542
H9 -1.5245 0.2865 1.9403
H10 -0.2021 -0.7634 2.4904

Values from the calculation:
Kohn-Sham gap (alpha / beta)	8.14 / 7.93	eV
E_LUMO (alpha / beta)	1.1 / 1.1	eV



In order of decreasing stability: <1>, <2>.